# 1
Here is a cluster of 3 separate species, C12H19Br2F3N3O4S2 in total from OMol25. Energies are from wB97M-V/def2-TZVPD.

Calculated values
- molecular weight (Da) = 550.2
- LUMO (Eh) = 0.0910
- net charge = -1
- orbital gap (eV) = 7.92
- HOMO level (eV) = -5.440
- max |F| (eV/Å) = 10.4

Each line ends with the Mulliken charge.
Cartesian coordinates (Å):
O: -3.41570 2.98654 0.52393  -0.60
S: -3.52305 1.89141 1.65169  0.69
O: -3.55167 0.44395 1.03572  -0.51
N: -2.27909 2.01484 2.87070  -0.52
S: -0.73955 1.37847 2.29970  1.06
O: -0.79550 -0.18528 2.50912  -0.62
O: 0.46719 1.84975 3.20193  -0.66
C: -0.44170 1.75310 0.47749  -0.77
C: 1.03233 1.30090 -0.08012  -0.66
C: 1.03876 1.02390 -1.72809  0.25
F: 2.41211 1.44006 -2.18587  -0.25
Br: -0.31901 2.13498 -2.71631  -0.06
C: 0.85856 -0.58450 -2.09838  0.54
F: 2.14356 -1.30073 -1.90438  -0.23
F: 0.45096 -0.67363 -3.52395  -0.25
Br: -0.52487 -1.52273 -0.99412  -0.04
H: -4.82417 2.08257 2.21462  0.14
H: -0.56004 2.93461 0.36699  0.38
H: -1.32175 1.20664 -0.11129  0.46
H: 1.81619 2.17910 0.10653  0.35
H: 1.40150 0.36566 0.52777  0.32
C: -5.84045 -3.08139 2.36965  -1.13
C: -5.99473 -3.33183 0.87289  -0.41
C: -5.21069 -4.55365 0.39019  -0.30
C: -3.72839 -4.35178 0.65901  0.24
N: -2.49865 -4.18418 0.88197  -0.49
H: -4.80142 -2.86623 2.63855  0.35
H: -6.43963 -2.21739 2.67410  0.29
H: -6.17439 -3.94960 2.94924  0.33
H: -5.66446 -2.43887 0.32814  0.28
H: -7.05658 -3.47430 0.64399  0.31
H: -5.36471 -4.69830 -0.68441  0.27
H: -5.55084 -5.45780 0.90660  0.29
C: 6.88698 3.05462 -1.61661  -1.15
C: 7.01377 1.53888 -1.50132  -0.45
C: 5.67721 0.81510 -1.67549  -0.30
C: 4.70495 1.26546 -0.59747  0.29
N: 3.89843 1.63907 0.29696  -0.59
H: 6.24541 3.46750 -0.83169  0.35
H: 7.86914 3.52695 -1.51430  0.34
H: 6.47033 3.34068 -2.58913  0.30
H: 7.44554 1.29260 -0.52350  0.30
H: 7.71618 1.18208 -2.26259  0.31
H: 5.82342 -0.26751 -1.59818  0.32
H: 5.24852 1.03028 -2.66027  0.26

Cartesian forces (eV/Å) of the 3 atoms listed first:
-0.6182 -3.0906 3.9606
2.6590 -1.6604 -4.6424
-0.4458 4.4987 2.0815

=====

# 2
Here is a structure of composition C12H19CdO3P2 from OMol25. Energies are from wB97M-V/def2-TZVPD.

Calculated values
- molecular weight (Da) = 385.6
- LUMO (alpha / beta) (Eh) = 0.1146 / 0.1155
- net charge = -1
- orbital gap (alpha / beta) (eV) = 4.45 / 3.67
- energy above the lowest of the compared OMol25 structures with the same formula, charge and spin (eV) = 11.945
- HOMO level (alpha / beta) (eV) = -1.328 / -0.525
- max |F| (eV/Å) = 9.4

Each line ends with the Mulliken charge.
Cartesian coordinates (Å):
Cd: -0.39606 1.50059 -1.64585  0.03
C: -3.68440 0.63418 0.38426  -1.35
P: -1.96539 1.21030 0.15214  0.72
C: -1.86279 2.39676 1.55397  -1.29
C: -0.87367 -0.13659 0.77671  1.12
C: -1.43739 -1.29610 1.34659  -0.53
C: -0.64315 -2.33901 1.82749  -0.71
C: 0.73679 -2.25045 1.74649  -0.97
C: 1.32340 -1.11984 1.18029  -0.41
C: 0.54441 -0.05201 0.68598  0.21
P: 1.39338 1.39629 -0.06858  0.62
C: 2.61869 1.85802 1.21085  -1.29
C: 2.48638 0.61512 -1.31281  -1.13
H: -3.89539 -0.23940 -0.23948  0.37
H: -4.38165 1.42404 0.08679  0.40
H: -3.90716 0.38269 1.42555  0.33
H: -2.09422 1.91401 2.50828  0.33
H: -2.57605 3.21322 1.40570  0.42
H: -0.86656 2.84042 1.63046  0.36
H: -2.51202 -1.42120 1.42941  0.17
H: -1.10919 -3.22001 2.26106  0.36
H: 1.35995 -3.06000 2.11646  0.33
H: 2.40836 -1.09126 1.12695  0.18
H: 3.30083 1.04229 1.46502  0.31
H: 2.11289 2.17758 2.12711  0.34
H: 3.22646 2.69693 0.85811  0.42
H: 3.17319 -0.11652 -0.87868  0.40
H: 3.09141 1.38026 -1.80899  0.33
H: 1.89302 0.11136 -2.08183  0.38
O: 0.74051 1.70924 -2.93479  -1.16
C: 0.62068 -2.28930 -3.08175  -1.00
O: 0.54108 -0.88475 -2.89812  -0.20
C: -0.29555 -0.61595 -1.89984  0.42
O: -1.03713 -0.39384 -1.01602  -0.42
H: 1.31265 -2.48747 -3.90579  0.26
H: -0.35658 -2.70730 -3.34944  0.35
H: 1.01028 -2.78229 -2.18370  0.31

Cartesian forces (eV/Å) of the 3 atoms listed first:
-5.4908 5.6072 2.0483
-0.3832 -0.2617 -0.2323
-0.0869 1.1558 2.7738

=====

# 3
Here is a structure of composition C12H19Cl2NO2PRu from OMol25. Energies are from wB97M-V/def2-TZVPD.

Calculated values
- molecular weight (Da) = 412.2
- LUMO (alpha / beta) (Eh) = -0.2527 / -0.4233
- net charge = +2
- 2S+1 = 6
- orbital gap (alpha / beta) (eV) = 7.47 / 5.03
- energy above the lowest of the compared OMol25 structures with the same formula, charge and spin (eV) = 0.000
- HOMO level (alpha / beta) (eV) = -14.346 / -16.545
- max |F| (eV/Å) = 9.9

Each line ends with the Mulliken charge.
Cartesian coordinates (Å):
C: -3.62293 2.64897 2.43854  -1.05
C: -2.24329 2.13979 2.13294  0.74
H: -3.87441 3.45134 1.74389  0.31
H: -3.62208 3.02650 3.46669  0.39
H: -4.36052 1.83521 2.35966  0.31
O: -1.50779 2.51436 1.23440  -0.51
Cl: -1.77263 0.92901 3.24147  -0.15
Ru: 0.50066 -0.70108 -0.93614  0.14
P: -1.58196 -1.17204 -1.19815  1.33
C: -2.21578 -1.06818 -2.89968  -1.32
C: -1.65604 -2.90460 -0.67373  -1.30
H: -2.85198 -0.61246 0.80946  0.32
H: -3.94420 -0.98151 -0.55319  0.48
H: -3.10752 0.59267 -0.47014  0.36
C: -3.00600 -0.47984 -0.26786  -1.16
H: -1.43689 -2.93601 0.39886  0.36
H: -2.63946 -3.34410 -0.86299  0.38
H: -3.17727 -1.58398 -3.01022  0.40
H: -1.48607 -1.51360 -3.58400  0.39
H: -0.86737 -3.45005 -1.19880  0.40
H: -2.34935 -0.01387 -3.17462  0.41
C: 0.66518 0.23572 -2.48532  0.25
O: 0.79970 0.84240 -3.48794  -0.27
Cl: 1.67206 -2.68301 -1.08102  -0.28
N: 1.13702 0.82553 0.34448  -0.58
C: 2.55404 0.59250 0.50638  1.26
C: 2.99998 -0.08276 1.64213  -0.42
C: 4.34309 -0.48333 1.69749  -0.47
C: 5.21416 -0.18945 0.64398  -0.43
C: 4.76629 0.57020 -0.43563  -0.56
C: 3.42554 0.98021 -0.51431  -0.44
H: 0.60612 0.80172 1.21463  0.11
H: 0.91637 1.71015 -0.11812  0.42
H: 2.28721 -0.31914 2.43302  0.45
H: 4.69590 -1.03479 2.56494  0.43
H: 6.25472 -0.53038 0.68197  0.45
H: 5.44686 0.84249 -1.24028  0.44
H: 3.03863 1.54544 -1.36279  0.43

Cartesian forces (eV/Å) of the 3 atoms listed first:
0.0884 0.2107 -0.3197
0.0202 1.6696 -1.8765
0.0091 -0.0896 0.0964

=====

# 4
Here is a structure of composition C12H19Cl3O3Pb from OMol25. Energies are from wB97M-V/def2-TZVPD.

Calculated values
- molecular weight (Da) = 524.8
- LUMO (Eh) = 0.1851
- net charge = -2
- orbital gap (eV) = 5.35
- energy above the lowest of the compared OMol25 structures with the same formula, charge and spin (eV) = 0.000
- HOMO level (eV) = -0.314
- max |F| (eV/Å) = 3.7

Each line ends with the Mulliken charge.
Cartesian coordinates (Å):
C: -0.85203 1.01233 -1.74504  0.50
C: -1.04205 -0.35913 -2.00165  0.75
C: 0.24797 -0.99645 -2.04864  0.81
C: -2.32514 -1.05910 -2.21558  -1.18
C: 1.23939 -0.02250 -1.84429  0.49
C: 0.58583 1.27509 -1.70004  0.54
C: 1.21870 2.48066 -1.48913  -1.66
C: -1.90242 2.01711 -1.54009  -1.60
C: 0.47016 -2.43809 -2.26969  -1.56
C: 2.68684 -0.24376 -1.73650  -1.50
Pb: -1.42490 -1.60212 1.93012  0.74
Cl: -2.32421 -3.50183 0.67139  -0.68
Cl: -2.84066 0.37577 1.25068  -0.61
Cl: 0.97406 -1.45767 1.10080  -0.60
H: -3.16461 -0.36147 -2.14778  0.36
H: -2.47292 -1.84881 -1.46986  0.10
H: -2.34825 -1.52839 -3.20940  0.31
H: -0.15062 -3.04497 -1.60054  0.25
H: 1.51844 -2.68538 -2.08612  0.37
H: 0.22766 -2.71646 -3.30322  0.35
H: 2.93192 -0.94006 -0.92414  0.29
H: 3.18141 0.70698 -1.52783  0.34
H: 3.09441 -0.64600 -2.67299  0.30
H: 2.27080 2.49418 -1.19995  0.32
H: 0.98406 2.65355 0.46440  0.54
H: 0.65580 3.41932 -1.56615  0.41
H: -2.66636 1.63684 -0.84705  0.25
H: -2.38801 2.29232 -2.48680  0.27
H: -1.47160 2.91411 -1.08572  0.33
O: 1.07987 2.69786 1.42771  -0.76
H: 0.78446 1.83603 1.76872  0.36
C: 0.74828 -0.41873 5.73125  -1.11
C: 0.11348 -0.20174 4.36375  0.82
O: 0.52947 0.68974 3.61337  -0.67
O: -0.88023 -1.04293 4.12332  -0.73
H: 1.83247 -0.27114 5.71350  0.30
H: 0.52985 -1.42117 6.10712  0.31
H: 0.34867 0.30598 6.45205  0.25

Cartesian forces (eV/Å) of the 3 atoms listed first:
-0.7456 -2.6004 -1.0841
-0.0032 3.3790 0.5366
2.8038 2.0728 0.1940

=====

# 5
Here is a cluster of 2 separate species, C12H19ClF3N3O3S in total from OMol25. Energies are from wB97M-V/def2-TZVPD.

Calculated values
- molecular weight (Da) = 377.8
- LUMO (Eh) = -0.0433
- orbital gap (eV) = 6.72
- HOMO level (eV) = -7.900
- max |F| (eV/Å) = 1.9

Each line ends with the Mulliken charge.
Cartesian coordinates (Å):
C: 2.51419 1.67499 -3.38581  -0.97
C: 1.18582 0.90323 -3.44320  -0.61
N: 0.87222 0.32797 -2.13373  0.11
C: 1.53182 -0.77718 -1.64202  -0.45
C: 1.02067 -1.01277 -0.39628  -0.09
N: 1.36011 -1.97929 0.50230  -0.53
C: 2.48133 -1.97016 1.13836  0.98
C: 2.75111 -0.98514 2.24188  -1.11
C: 3.57849 -2.91607 0.79561  -1.30
N: 0.05595 -0.04409 -0.18597  0.25
C: -0.76138 0.14524 1.00706  -0.80
C: -0.36800 1.49736 1.64500  -0.70
C: -0.67282 1.53498 3.12888  -0.61
Cl: 0.23905 2.85754 3.90883  -0.21
C: -0.01260 0.75091 -1.25081  -0.09
H: 3.34865 1.03721 -3.66544  0.31
H: 2.69863 1.97913 -2.35471  0.30
H: 2.47977 2.58401 -3.97796  0.34
H: 0.37847 1.55728 -3.75616  0.37
H: 1.28750 0.06172 -4.12230  0.37
H: 2.30818 -1.29328 -2.17278  0.55
H: 3.29458 -0.13707 1.80815  0.30
H: 1.81552 -0.59194 2.62625  0.13
H: 3.36217 -1.42453 3.02493  0.47
H: 4.23012 -2.36574 0.10678  0.30
H: 4.18881 -3.15911 1.66375  0.41
H: 3.21976 -3.80866 0.29325  0.36
H: -0.57198 -0.63252 1.74021  0.53
H: -1.80829 0.19944 0.72971  0.20
H: 0.70496 1.63765 1.49083  0.47
H: -0.87430 2.29648 1.10437  0.48
H: -0.39571 0.60888 3.62527  0.32
H: -1.72736 1.73825 3.29137  0.41
H: -0.67117 1.59110 -1.38452  0.47
C: -5.29614 -0.71816 -0.96547  0.61
F: -4.20858 -1.51491 -0.88132  -0.24
F: -5.13912 0.04154 -2.06397  -0.25
F: -6.35277 -1.50661 -1.17196  -0.23
S: -5.49419 0.30665 0.54997  1.11
O: -4.25473 1.07318 0.61117  -0.66
O: -5.62535 -0.66609 1.61035  -0.69
O: -6.67337 1.09860 0.31011  -0.65

Cartesian forces (eV/Å) of the 3 atoms listed first:
-0.1645 -0.1062 0.5708
0.5754 0.2620 0.1231
0.2733 -0.1371 -0.6170

=====

# 6
Here is a cluster of 2 separate species, C12H19ClFN2O in total from OMol25. Energies are from wB97M-V/def2-TZVPD.

Calculated values
- molecular weight (Da) = 261.7
- LUMO (Eh) = -0.1432
- net charge = +1
- orbital gap (eV) = 8.46
- HOMO level (eV) = -12.359
- max |F| (eV/Å) = 2.0

Each line ends with the Mulliken charge.
Cartesian coordinates (Å):
N: 0.70805 -1.41581 -1.26849  -0.43
C: -0.63937 -1.28515 -1.85828  -0.67
C: -1.45316 -0.28268 -0.94681  -0.72
C: -1.44154 -0.92456 0.42041  0.36
C: -2.40537 -1.89100 0.70216  -0.37
C: -2.37787 -2.51667 1.93035  -0.70
C: -1.40937 -2.18316 2.83767  0.43
Cl: -1.39840 -3.02553 4.33823  -0.14
N: -0.50575 -1.24460 2.55544  0.02
C: 0.55021 -0.84710 3.50393  -0.91
C: 1.96752 -1.31061 3.04773  -0.21
F: 1.89487 -2.37031 2.18467  -0.29
C: -0.51329 -0.62439 1.36157  0.01
H: 1.32716 -0.67382 -1.58474  0.22
H: 1.09539 -2.28215 -1.63007  0.22
H: -1.12211 -2.25630 -1.68925  0.50
H: -0.63276 -0.98849 -2.91105  0.37
H: -1.00076 0.71303 -0.93399  0.01
H: -2.47430 -0.23883 -1.34078  0.43
H: -3.16040 -2.18750 -0.02004  0.47
H: -3.10817 -3.27815 2.17821  0.42
H: 0.37799 -1.20455 4.51523  0.44
H: 0.56484 0.24714 3.50240  0.38
H: 2.50507 -0.46387 2.60471  0.30
H: 2.53164 -1.57108 3.95161  0.32
H: 0.23684 0.12791 1.14294  0.54
C: 1.45376 3.36957 -3.86835  -1.16
C: 1.01671 2.78838 -2.55082  0.81
O: 1.07210 1.59447 -2.33674  -0.50
C: 0.50768 3.75201 -1.50886  -1.03
H: 1.79549 2.56922 -4.52141  0.29
H: 0.61685 3.88113 -4.34605  0.35
H: 2.27421 4.07144 -3.71226  0.35
H: -0.36939 4.27988 -1.88582  0.32
H: 1.28770 4.46985 -1.25233  0.39
H: 0.22794 3.20228 -0.61113  0.18

Cartesian forces (eV/Å) of the 3 atoms listed first:
-0.1252 -0.3074 -0.5947
0.2765 0.7290 1.3772
0.5742 -0.8935 -0.5108

=====

# 7
Here is a structure of composition C12H19CoI2N2O4 from OMol25. Energies are from wB97M-V/def2-TZVPD.

Calculated values
- molecular weight (Da) = 568.0
- LUMO (alpha / beta) (Eh) = -0.2934 / -0.2935
- net charge = +2
- orbital gap (alpha / beta) (eV) = 7.23 / 7.23
- energy above the lowest of the compared OMol25 structures with the same formula, charge and spin (eV) = 0.353
- HOMO level (alpha / beta) (eV) = -15.217 / -15.217
- max |F| (eV/Å) = 1.6

Each line ends with the Mulliken charge.
Cartesian coordinates (Å):
Co: 0.43553 0.70637 -0.27324  -0.38
I: 4.49681 0.37889 0.53895  0.12
C: 4.18972 2.27821 -0.30223  -0.89
I: 2.16947 2.82788 -0.69940  0.31
H: 4.70153 2.33393 -1.25358  0.43
H: 4.54910 3.02070 0.39729  0.47
C: 1.41594 -0.41230 3.43922  -1.27
C: 0.35118 -0.00694 2.48230  1.02
O: 0.60487 0.88580 1.62487  -0.36
N: -0.84406 -0.57451 2.51091  -0.07
C: -1.93015 -0.05810 1.68456  -1.36
C: -2.02185 -0.64577 0.29732  1.09
C: -3.03522 -1.52539 -0.02786  -0.82
C: -3.18258 -1.97547 -1.33124  -0.39
C: -2.31617 -1.50381 -2.29990  -1.06
C: -1.30765 -0.64103 -1.92576  -0.28
N: -1.15260 -0.23023 -0.65094  0.74
H: 2.09410 0.42525 3.57894  0.34
H: 1.97376 -1.23747 2.98779  0.30
H: 1.01113 -0.73858 4.39507  0.44
H: -1.00752 -1.34453 3.14140  0.25
H: -1.78645 1.01684 1.60526  0.18
H: -2.86865 -0.21763 2.20836  0.65
H: -3.72583 -1.83733 0.74478  0.51
H: -3.97641 -2.66552 -1.58733  0.45
H: -2.40330 -1.80073 -3.33565  0.49
H: -0.60019 -0.25976 -2.64540  0.65
C: 2.38953 -2.20362 -1.72039  -1.09
C: 1.58943 -1.09666 -1.16257  1.23
O: 1.35894 -0.00827 -1.79903  -0.55
O: 1.06337 -1.10240 -0.00464  -0.54
H: 2.62504 -2.02350 -2.76547  0.37
H: 1.84163 -3.13953 -1.60346  0.36
H: 3.31388 -2.28202 -1.14559  0.26
C: -1.93722 2.56681 -1.14590  -0.72
O: -0.74308 2.31230 -0.34566  -0.06
H: -2.05800 3.64143 -1.24455  0.38
H: -2.81037 2.12217 -0.67405  0.25
H: -1.76366 2.12856 -2.12209  0.26
H: -0.70399 2.88596 0.42890  0.34

Cartesian forces (eV/Å) of the 3 atoms listed first:
0.1050 -1.3270 0.9638
-0.0576 -0.0775 0.0459
0.0829 0.1392 -0.0158

=====

# 8
Here is a cluster of 2 separate species, C12H19FN in total from OMol25. Energies are from wB97M-V/def2-TZVPD.

Calculated values
- molecular weight (Da) = 196.3
- LUMO (Eh) = -0.1532
- net charge = +1
- orbital gap (eV) = 9.00
- energy above the lowest of the compared OMol25 structures with the same formula, charge and spin (eV) = 3.819
- HOMO level (eV) = -13.169
- max |F| (eV/Å) = 5.8

Each line ends with the Mulliken charge.
Cartesian coordinates (Å):
C: 1.63924 -3.06050 -0.83213  -0.91
C: -2.91631 -1.57773 -0.83735  -1.07
C: 1.15729 3.49366 -1.25023  -0.95
C: -0.12654 1.48670 3.16334  -0.79
C: 1.87994 -1.81170 -0.45465  -0.31
C: -1.59814 -1.56043 -1.12126  -0.35
C: 0.39080 2.42642 -1.00685  -0.25
C: -0.46267 0.36789 2.58083  -0.36
C: 0.95698 -1.08429 0.45161  -0.80
C: -0.69320 -0.42840 -1.35973  -0.32
C: 0.92157 1.20262 -0.29028  -0.93
C: -1.21854 0.26564 1.26353  0.29
N: 0.11602 -0.05031 -0.18996  0.46
F: -1.55238 1.46909 0.84046  -0.25
H: 2.30945 -3.60050 -1.45038  0.35
H: 1.06894 -3.74623 -0.23480  0.31
H: -3.38836 -2.42701 -1.10765  0.39
H: -3.56000 -0.70143 -0.72255  0.28
H: 0.76996 4.41993 -1.71671  0.28
H: 2.12725 3.51644 -0.82078  0.30
H: 0.48559 1.58499 3.94372  0.38
H: -0.31845 2.44439 2.65720  0.26
H: 2.39204 -1.09634 -1.12693  0.22
H: -1.10459 -2.43432 -1.50235  0.33
H: -0.61049 2.37978 -1.33763  0.28
H: -0.22843 -0.67083 2.99778  0.31
H: 1.53432 -0.73627 1.39057  0.35
H: 0.23179 -1.74335 0.92890  0.68
H: -1.38350 0.50888 -1.66656  0.33
H: -0.06392 -0.64585 -2.19724  0.54
H: 1.19652 1.40481 0.70709  0.69
H: 1.88233 0.88547 -0.64632  0.61
H: -1.83453 -0.48123 0.94730  0.64

Cartesian forces (eV/Å) of the 3 atoms listed first:
1.3031 -0.4403 1.3240
2.4960 2.6650 -0.9235
-1.5263 -0.0375 0.2808